Formula: C5H23NO6
Source: the OMol25 dataset
Level of theory: ωB97M-V/def2-TZVPD

```
35
Properties=species:S:1:pos:R:3:forces:R:3:lowdin_charge:R:1
C -2.669 -0.198 -1.269 -1.043 0.410 1.685 -0.1105
C -1.156 -0.296 -1.284 0.472 -0.415 0.490 -0.2689
C -0.525 0.246 -2.574 2.498 -0.844 0.009 -0.1745
C -0.017 1.734 -2.511 -2.414 1.168 1.049 -0.2130
N 0.483 2.297 -1.232 1.126 -0.043 -1.291 -0.0647
C 1.945 2.094 -1.018 -2.367 0.569 1.298 -0.2469
O 2.042 1.040 -0.068 1.168 -0.154 -0.332 -0.0635
H -3.087 -0.509 -0.297 0.518 0.014 0.018 0.0581
H -3.248 -0.843 -1.934 0.590 0.249 -0.617 0.0764
H -3.027 0.840 -1.310 0.122 -0.167 -0.579 0.0788
H -0.656 0.245 -0.466 -0.736 0.043 0.115 0.0762
H -0.873 -1.335 -0.971 -0.123 0.571 -1.073 0.1005
H -1.202 0.029 -3.415 0.437 0.480 0.081 0.1105
H 0.436 -0.303 -2.748 -0.841 -0.210 -0.095 0.1056
H 0.689 2.109 -3.243 0.042 -0.748 -0.526 0.1054
H -0.924 2.325 -2.671 0.008 0.159 -0.376 0.1004
H -0.067 1.922 -0.470 0.422 -0.009 -0.150 0.0453
H 2.390 1.835 -1.960 0.358 -0.016 -0.438 0.1092
H 2.400 3.035 -0.618 -0.277 -0.919 -0.118 0.1252
H 2.289 0.267 -0.592 0.003 -0.182 0.591 0.0872
O 0.413 -3.435 0.710 0.089 0.530 0.212 -0.0717
H 0.070 -2.545 0.543 -0.305 -0.235 -0.480 0.0061
H 0.103 -3.485 1.624 0.020 -0.607 -0.087 0.0447
O -1.773 -2.189 1.443 -0.208 -0.244 0.117 -0.0625
H -1.672 -1.947 2.372 -0.307 0.488 -0.118 0.0388
H -2.700 -2.419 1.315 0.143 0.066 0.117 0.0616
O 2.967 -2.527 1.036 -0.527 0.432 -0.287 -0.0867
H 2.580 -2.636 1.911 0.322 -0.042 0.098 0.0226
H 2.141 -2.542 0.508 0.754 -0.413 0.264 0.0011
O -0.035 2.198 2.121 0.923 0.375 -0.614 -0.0415
H -0.154 2.277 1.169 -0.406 0.370 0.087 0.0195
H 0.933 2.156 2.135 -0.005 -0.078 0.412 0.0687
O -1.479 0.200 2.802 -0.708 -1.328 0.166 -0.0717
H -1.666 0.873 3.453 0.284 0.338 -0.083 0.0367
H -0.824 0.551 2.191 -0.032 0.389 0.455 -0.0027
```
Forces are in eV/Å.

Summary:
Molecular weight = 193.24 g mol⁻¹
Total charge = 0
Structure (SMILES) = CCCCNCO.O.O.O.O.O
Multiplicity = 1
ΔE to the lowest compared entry with this formula, charge and spin = 49.5 kcal/mol

=====

Formula: BaH12O6
Source: the OMol25 dataset
Level of theory: ωB97M-V/def2-TZVPD

```
19
Properties=species:S:1:pos:R:3:forces:R:3:lowdin_charge:R:1
Ba -18.080 3.153 -27.341 0.267 0.164 0.364 2.1241
O -17.007 3.336 -24.773 -2.229 0.411 -1.443 -0.1185
H -17.490 2.589 -24.427 -0.193 -0.112 0.702 0.0126
H -16.126 3.252 -24.504 2.267 -0.071 0.764 0.0466
O -15.318 3.300 -27.691 -1.762 0.237 1.957 -0.1202
H -14.960 2.431 -27.689 0.864 -1.097 0.051 0.0358
H -15.204 3.661 -28.532 0.966 1.000 -2.268 0.0312
O -20.708 4.052 -27.584 1.383 0.943 0.042 -0.1515
H -21.119 4.864 -27.262 -0.010 0.176 -0.130 0.0894
H -21.317 3.379 -27.359 -1.388 -1.146 0.117 0.0320
O -16.379 0.957 -26.392 -0.153 1.923 -1.868 -0.0808
H -16.253 0.278 -27.037 0.393 -0.906 -0.844 0.0659
H -16.572 0.484 -25.629 -0.247 -1.333 2.534 0.0325
O -19.244 0.701 -28.434 1.304 1.781 -1.633 -0.1204
H -19.480 0.236 -27.660 -0.258 -1.612 0.900 0.0128
H -18.628 0.207 -29.020 -0.932 -0.116 0.759 0.0956
O -19.375 1.767 -25.223 1.799 -1.400 -0.251 -0.1406
H -20.244 1.678 -25.596 -0.966 -0.353 0.218 0.0464
H -18.996 0.840 -25.129 -1.108 1.512 0.029 0.1072
```
Forces are in eV/Å.

Summary:
Molecular weight = 245.42 g mol⁻¹
Total charge = +2
Multiplicity = 1
ΔE to the lowest compared entry with this formula, charge and spin = 35.7 kcal/mol

=====

Formula: C86H68N4O10
Source: the OMol25 dataset
Level of theory: ωB97M-V/def2-TZVPD

```
168
Properties=species:S:1:pos:R:3:forces:R:3:lowdin_charge:R:1
O -2.082 -3.503 4.052 0.152 0.805 -0.063 0.0994
C -3.097 -3.859 4.597 -0.269 -1.304 0.791 -0.2768
C -4.051 -2.960 5.334 1.627 1.258 -0.196 -0.0690
C -3.753 -1.583 5.415 -0.891 0.002 -0.882 0.0127
C -4.707 -0.690 5.881 0.791 0.284 0.527 -0.0670
C -5.876 -1.131 6.466 -0.253 -0.737 -0.628 -0.0472
C -6.126 -2.505 6.471 -0.063 1.057 0.366 0.0016
C -5.200 -3.409 5.948 -2.070 -0.592 0.611 -0.0872
C -5.584 -4.871 6.051 2.244 0.450 -0.973 -0.2956
O -6.542 -5.310 6.623 -0.481 0.190 0.228 0.1186
C -4.590 -5.754 5.337 -0.387 -0.955 -1.574 -0.0704
C -4.955 -7.097 5.167 -0.084 0.464 1.514 -0.0152
C -4.226 -7.985 4.413 0.052 -0.371 0.290 -0.0645
C -3.120 -7.558 3.701 -0.150 0.085 0.808 -0.0498
C -2.724 -6.238 3.872 0.555 0.214 -0.885 -0.0033
C -3.466 -5.313 4.596 -0.990 0.008 0.867 -0.0830
H -2.898 -1.104 4.957 0.369 -0.632 -0.052 0.0969
H -4.468 0.366 5.829 -0.111 0.018 0.047 0.0976
H -6.617 -0.421 6.808 -0.022 -0.081 0.139 0.1102
H -7.081 -2.812 6.875 0.187 -0.529 0.052 0.1197
H -5.754 -7.434 5.818 -0.194 -0.147 -0.320 0.1208
H -4.419 -9.047 4.510 -0.349 0.041 -0.392 0.1130
H -2.583 -8.329 3.165 0.409 0.429 -0.220 0.1122
H -1.811 -5.880 3.411 -0.085 0.055 -0.148 0.1237
O 6.177 1.837 -2.901 -0.077 0.260 -0.146 0.1120
C 5.176 1.222 -2.605 0.333 -0.197 0.318 -0.2858
C 4.025 1.081 -3.538 0.408 0.224 1.183 -0.1078
C 3.877 2.024 -4.541 0.075 -1.352 -0.814 0.0017
C 2.905 1.758 -5.508 0.423 0.624 1.052 -0.0461
C 2.024 0.700 -5.305 -0.440 -0.158 -0.658 -0.0564
C 2.143 -0.220 -4.268 0.604 1.062 0.125 0.0039
C 3.152 0.017 -3.323 -0.407 -0.968 -1.085 -0.0816
C 3.226 -0.878 -2.124 -0.550 1.324 1.096 -0.2650
O 2.397 -1.737 -1.910 -0.007 -0.513 -0.522 0.1033
C 4.104 -0.417 -1.002 -0.013 0.632 -0.984 -0.0784
C 3.829 -0.797 0.298 0.340 0.252 0.806 -0.0220
C 4.594 -0.270 1.326 0.253 -0.380 -0.049 -0.0573
C 5.668 0.567 1.044 0.163 -0.283 0.829 -0.0637
C 5.937 0.962 -0.236 -0.658 0.568 -0.760 -0.0044
C 5.058 0.582 -1.262 0.606 -0.771 0.299 -0.0715
H 4.645 2.780 -4.625 -0.171 0.202 -0.092 0.1204
H 2.865 2.417 -6.365 -0.410 -0.090 -0.082 0.1049
H 1.201 0.622 -6.007 0.060 -0.322 -0.063 0.1074
H 1.474 -1.061 -4.174 -0.081 0.053 0.134 0.1014
H 2.932 -1.308 0.620 0.475 -0.677 -0.715 0.1101
H 4.340 -0.548 2.340 0.035 0.200 0.052 0.1160
H 6.295 0.968 1.831 -0.109 -0.169 0.147 0.1094
H 6.734 1.674 -0.399 -0.052 -0.010 -0.341 0.1213
O -0.517 0.338 -2.715 -0.143 -0.250 -0.255 0.1017
C -0.140 0.308 -1.568 0.216 0.827 0.716 -0.2783
C 0.993 1.175 -1.082 -1.206 0.216 -0.498 -0.0921
C 1.302 2.337 -1.809 0.046 -0.340 0.469 0.0040
C 2.263 3.209 -1.321 0.603 -0.132 0.266 -0.0386
C 2.886 2.960 -0.082 -1.593 0.314 -0.225 -0.0336
C 2.405 1.917 0.686 1.205 -0.794 -0.006 -0.0279
C 1.504 0.978 0.183 0.724 0.362 0.730 -0.0937
C 1.058 -0.125 1.118 -0.705 1.860 -1.036 -0.2925
O 1.610 -0.308 2.173 -0.087 -0.556 0.369 0.1011
C -0.253 -0.699 0.733 -0.117 -0.200 0.252 -0.0755
C -0.923 -1.471 1.654 -0.129 -0.929 0.074 0.0016
C -2.135 -2.040 1.308 -1.658 0.887 0.665 -0.0632
C -2.866 -1.594 0.202 1.294 -0.470 -0.764 -0.0659
C -2.188 -0.830 -0.751 0.416 -0.405 0.451 -0.0082
C -0.879 -0.420 -0.484 0.039 -0.127 -0.880 -0.0709
H 0.689 2.549 -2.674 0.360 -0.050 -0.304 0.1218
H 2.599 4.072 -1.881 -0.284 0.053 -0.149 0.0882
H 3.528 3.696 0.382 0.377 -0.154 -0.200 0.0927
H 2.920 1.696 1.611 -0.490 0.262 0.257 0.0714
H -0.504 -1.688 2.628 0.205 -0.038 -0.092 0.1193
H -2.661 -2.633 2.043 0.192 -0.262 -0.086 0.0826
H -3.865 -1.950 -0.009 -0.023 -0.096 0.178 0.1104
H -2.605 -0.625 -1.727 -0.099 0.242 0.068 0.1205
O 6.444 9.037 -3.958 0.369 0.403 -0.409 0.1126
C 6.048 8.477 -4.957 -0.447 -0.892 0.560 -0.2856
C 6.641 8.625 -6.303 -0.071 -0.086 -0.245 -0.0874
C 7.735 9.438 -6.468 0.760 0.672 -1.345 0.0087
C 8.259 9.641 -7.764 0.476 0.280 1.039 -0.0559
C 7.705 9.056 -8.875 0.182 -0.698 0.392 -0.0597
C 6.737 8.091 -8.658 -0.845 0.058 -0.716 -0.0022
C 6.153 7.901 -7.415 0.631 0.307 0.363 -0.0788
C 5.096 6.883 -7.255 -0.769 -0.461 0.253 -0.2835
O 4.816 6.097 -8.137 0.061 0.150 -0.156 0.1063
C 4.371 6.805 -5.938 1.312 0.810 0.423 -0.0690
C 3.235 6.023 -5.808 0.473 0.431 0.082 -0.0091
C 2.680 5.903 -4.548 -1.423 0.429 -0.263 -0.0737
C 3.159 6.607 -3.451 -0.118 -0.914 -0.779 -0.0675
C 4.284 7.385 -3.600 -0.428 0.525 1.010 -0.0095
C 4.907 7.520 -4.829 -0.744 -0.618 -0.747 -0.0656
H 8.207 9.971 -5.655 -0.208 -0.190 0.265 0.1213
H 9.182 10.197 -7.882 -0.218 0.354 0.096 0.1077
H 8.114 9.240 -9.858 -0.040 -0.061 -0.033 0.1108
H 6.374 7.518 -9.502 -0.137 -0.088 0.133 0.1226
H 2.786 5.643 -6.715 0.004 -0.374 0.150 0.1210
H 1.684 5.479 -4.456 0.233 -0.500 0.015 0.1091
H 2.583 6.512 -2.540 0.305 0.287 0.235 0.1048
H 4.544 7.967 -2.724 0.625 0.118 -0.286 0.1227
O -6.654 -9.336 0.058 0.561 -0.379 -0.269 0.1099
C -5.955 -8.367 0.251 -0.611 0.888 0.139 -0.2830
C -6.481 -7.262 1.107 0.106 0.379 0.663 -0.0682
C -7.733 -7.414 1.726 0.206 -0.076 -0.596 0.0075
C -8.216 -6.432 2.569 0.758 0.135 0.398 -0.0478
C -7.364 -5.397 2.953 -0.874 0.107 -0.339 -0.0570
C -6.159 -5.196 2.305 -0.173 0.482 -0.166 -0.0089
C -5.721 -6.099 1.346 -0.593 -0.473 0.452 -0.0837
C -4.465 -5.815 0.618 -0.197 -0.397 -0.204 -0.2815
O -3.903 -4.743 0.689 0.058 0.074 0.041 0.1010
C -3.946 -6.929 -0.228 0.347 0.346 0.384 -0.0940
C -2.726 -6.763 -0.842 1.044 -0.082 -0.655 -0.0033
C -2.129 -7.800 -1.565 -0.336 0.028 0.875 -0.0445
C -2.844 -8.975 -1.765 -0.382 0.087 0.035 -0.0516
C -4.127 -9.128 -1.222 1.119 0.621 -0.269 0.0124
C -4.609 -8.136 -0.358 -1.114 -1.433 -0.888 -0.0807
H -8.302 -8.301 1.486 -0.067 0.014 -0.026 0.1188
H -9.206 -6.399 3.002 -0.067 -0.570 -0.080 0.1103
H -7.814 -4.738 3.687 0.603 0.420 -0.017 0.1100
H -5.597 -4.276 2.412 0.130 -0.092 0.342 0.1195
H -2.199 -5.822 -0.760 -0.085 0.030 0.239 0.1093
H -1.085 -7.711 -1.831 -0.101 0.059 -0.474 0.1094
H -2.425 -9.776 -2.361 0.032 0.010 -0.028 0.1073
H -4.694 -9.986 -1.551 -0.291 -0.064 0.603 0.1202
C -5.281 2.478 0.839 1.219 0.334 -0.795 -0.1000
C -4.234 1.369 0.858 0.699 0.543 1.030 -0.2486
C -3.991 0.810 2.294 -1.044 -0.413 -0.797 -0.1729
C -3.675 1.765 3.346 -0.064 0.445 -0.458 -0.2240
N -3.393 2.555 4.131 -0.151 -0.114 0.115 0.1777
H -5.343 2.836 -0.191 -0.547 -0.270 -0.065 0.0747
H -4.859 3.359 1.327 -0.464 -0.119 0.625 0.0755
H -6.243 2.147 1.220 -0.059 0.252 0.082 0.0794
H -3.262 1.743 0.530 -0.158 0.062 -0.472 0.1093
H -4.545 0.547 0.217 0.158 -0.113 0.079 0.0929
H -3.217 0.045 2.295 -0.105 -0.105 -0.024 0.0833
H -4.970 0.362 2.485 0.249 -0.325 0.761 0.1237
C 5.104 6.545 2.068 -0.271 1.037 -0.518 -0.1148
C 4.973 6.599 3.587 0.880 -1.234 -0.271 -0.2373
C 5.314 5.232 4.197 -0.140 -0.871 0.663 -0.1893
C 4.553 4.115 3.586 0.157 0.849 0.384 -0.1999
N 3.895 3.309 3.105 0.076 -0.269 -0.081 0.1900
H 4.246 6.003 1.671 0.060 0.071 -0.233 0.0603
H 6.008 6.152 1.597 0.160 -0.555 0.748 0.0787
H 5.122 7.561 1.659 -0.564 0.009 0.056 0.0704
H 3.943 6.786 3.886 0.027 0.449 -0.134 0.1064
H 5.665 7.310 4.035 -0.214 0.209 0.005 0.1078
H 5.088 5.231 5.268 -0.292 -0.020 -0.055 0.1162
H 6.367 4.942 4.193 0.108 0.305 -0.504 0.1156
C -0.642 0.652 5.122 0.438 -0.617 -1.116 -0.1175
C 0.448 1.698 4.864 -0.230 -0.310 -0.280 -0.2290
C -0.208 3.006 4.353 0.963 0.282 1.238 -0.1905
C 0.616 4.181 4.619 0.454 0.225 -0.140 -0.2415
N 1.272 5.112 4.763 0.043 0.048 0.130 0.1325
H -0.265 -0.375 5.153 0.374 0.160 0.382 0.0739
H -1.278 0.605 4.235 -0.460 0.272 0.220 0.0412
H -1.207 0.844 6.032 -0.169 0.158 -0.121 0.0784
H 1.131 1.428 4.057 0.022 -0.537 0.212 0.0873
H 1.049 1.757 5.771 -0.001 0.680 -0.027 0.1113
H -1.131 3.199 4.897 -0.377 -0.179 -0.621 0.0866
H -0.264 2.973 3.265 -0.766 -0.180 0.059 0.1196
C -0.180 -4.157 -2.954 -0.648 -0.551 -0.185 -0.0950
C -1.383 -3.914 -3.871 1.132 0.622 -0.487 -0.2393
C -0.915 -3.524 -5.293 1.270 -1.113 0.099 -0.1693
C -0.080 -4.616 -5.844 -0.608 -0.166 0.128 -0.2561
N 0.566 -5.488 -6.214 0.176 -0.139 -0.143 0.1413
H -0.592 -4.342 -1.960 0.353 -0.010 0.144 0.0605
H 0.542 -3.342 -2.908 -0.082 0.081 -0.026 0.0594
H 0.301 -5.066 -3.319 0.335 0.059 0.295 0.0690
H -1.940 -3.072 -3.461 -0.545 -0.304 -0.124 0.0995
H -1.914 -4.860 -3.967 -0.596 0.292 0.280 0.1065
H -0.135 -2.757 -5.245 -0.789 0.779 -0.013 0.1054
H -1.715 -3.359 -6.011 0.006 0.502 0.125 0.1148
```
Forces are in eV/Å.

Summary:
Molecular weight = 1317.51 g mol⁻¹
Total charge = 0
Structure (SMILES) = O=C1c2ccccc2C(=O)c2ccccc21.O=C1c2ccccc2C(=O)c2ccccc21.O=C1c2ccccc2C(=O)c2ccccc21.O=C1c2ccccc2C(=O)c2ccccc21.O=C1c2ccccc2C(=O)c2ccccc21.CCCC#N.CCCC#N.CCCC#N.CCCC#N
Multiplicity = 1
ΔE to the lowest compared entry with this formula, charge and spin = 0.0 kcal/mol

=====

Formula: CH4N4S
Source: the OMol25 dataset
Level of theory: ωB97M-V/def2-TZVPD

```
10
Properties=species:S:1:pos:R:3:forces:R:3:lowdin_charge:R:1
H -0.393 3.101 -1.379 -0.240 -1.799 -0.709 0.0770
N -0.479 2.111 -1.817 0.351 0.946 1.076 -0.0853
N -0.217 1.313 -0.897 0.051 1.094 0.319 -0.4927
S -0.196 -0.313 -1.309 -0.221 -0.539 -0.283 0.8078
C 0.193 -1.151 0.276 0.959 4.515 -0.591 -0.3520
H 0.897 -0.507 0.846 -0.647 -0.054 -0.238 0.0552
H 0.820 -1.858 -0.091 1.161 -3.115 -0.531 -0.0264
H -0.669 -1.315 0.823 -1.433 -1.044 0.956 0.0049
N -4.035 2.070 -2.016 -0.455 -1.017 1.293 0.0059
N -4.328 1.411 -1.184 0.473 1.012 -1.293 0.0056
```
Forces are in eV/Å.

Summary:
Molecular weight = 104.14 g mol⁻¹
Total charge = 0
Structure (SMILES) = [H]/N=N/SC.N#N
Multiplicity = 1
ΔE to the lowest compared entry with this formula, charge and spin = 0.1 kcal/mol

=====

Formula: C5H11N
Source: the OMol25 dataset
Level of theory: ωB97M-V/def2-TZVPD

```
17
Properties=species:S:1:pos:R:3:forces:R:3:lowdin_charge:R:1
C -1.798 1.025 -0.132 -0.014 0.076 0.007 -0.0967
C -1.445 -0.413 -0.522 -0.171 -0.027 0.006 -0.2456
N -0.002 -0.675 -0.541 -0.071 0.057 -0.106 -0.0932
C 0.595 -1.505 0.486 0.082 -0.225 0.131 -0.1162
C 0.874 -0.048 0.429 0.054 0.184 0.110 -0.3676
C 2.144 0.557 -0.116 0.027 -0.014 0.000 -0.0582
H -2.019 1.113 0.937 0.092 0.035 -0.135 0.0691
H -0.967 1.700 -0.359 -0.146 -0.070 -0.053 0.0703
H -2.673 1.382 -0.681 0.060 -0.087 0.094 0.0683
H -1.965 -1.115 0.147 0.129 0.076 -0.069 0.1061
H -1.812 -0.624 -1.533 0.053 0.045 0.150 0.1023
H -0.049 -1.841 1.302 0.077 0.032 -0.156 0.1055
H 1.326 -2.241 0.154 -0.073 0.150 0.023 0.1032
H 0.400 0.531 1.225 0.041 -0.095 -0.129 0.1301
H 2.903 0.682 0.664 -0.110 -0.043 -0.079 0.0724
H 1.934 1.545 -0.546 0.039 -0.146 0.068 0.0717
H 2.554 -0.071 -0.913 -0.070 0.053 0.138 0.0786
```
Forces are in eV/Å.

Summary:
Molecular weight = 85.15 g mol⁻¹
Total charge = 0
Structure (SMILES) = CCN1C[C@H]1C
Multiplicity = 1
ΔE to the lowest compared entry with this formula, charge and spin = 30.9 kcal/mol

=====

The gap between HOMO and LUMO results, record by record, are as follows: 9.580 12.269 7.865 9.972 10.072 eV.
The E_HOMO results, record by record, are as follows: -9.14 -19.58 -9.18 -9.18 -8.85 eV.
The electronic energy results, record by record, are as follows: -710.42667 -483.65725 -4289.41053 -657.67551 -251.81328 hartree.